No. 1
16
Properties=species:S:1:pos:R:3:forces:R:3 method="wB97M-V/def2-TZVPD" charge=+1 orbital_gap_ev="10.649 / 4.477" multiplicity=2 s2=0.780 total_energy_ha=-358.85125 fmax_ha_per_bohr=0.070
C 0.110 -0.673 -0.148 0.0457 -1.2873 -1.9711
N -0.781 0.459 0.004 1.7672 -2.0444 -0.5048
C -1.769 0.710 0.923 -1.8565 0.4657 2.4186
N -2.013 -0.289 1.897 -2.1473 2.7256 0.2983
O -2.473 1.743 0.866 1.7125 -1.7418 -0.7892
C 1.559 -0.277 -0.640 2.3459 0.1449 1.6923
N 1.740 0.017 -2.022 2.3950 -2.5880 0.7807
H -0.345 -1.364 -1.005 0.5885 1.2888 1.3481
H 0.222 -1.305 0.696 -0.4435 -0.3121 1.0347
H -0.497 1.055 -0.736 -0.9541 1.8363 -0.5261
H -2.658 0.155 2.626 0.4176 -0.7127 -1.8089
H -1.322 -0.600 2.523 2.0042 -0.8505 0.0199
H 1.848 0.569 0.048 -0.3821 -0.3436 -0.4301
H 2.428 -1.039 -0.355 -2.5291 0.9195 -0.4458
H 1.213 0.705 -2.399 -1.8188 2.7156 -1.3371
H 2.738 0.135 -2.278 -1.1452 -0.2162 0.2207

***

No. 2
17
Properties=species:S:1:pos:R:3:forces:R:3 method="wB97M-V/def2-TZVPD" orbital_gap_ev=10.277 smiles="[H]/N=C/ON.CNC=O" total_energy_ha=-434.37180 fmax_ha_per_bohr=0.061
H -0.848 -2.297 2.032 -0.2263 0.3956 -0.2471
N -0.172 -1.807 1.450 0.3763 0.1210 -0.3041
C -0.130 -0.567 1.634 1.9738 0.9438 1.4564
O 1.021 0.170 1.214 -1.5193 -2.7130 -0.1010
N 0.952 1.549 1.228 -1.5703 1.8824 -0.3547
H -0.727 0.023 2.356 -0.0834 -0.0366 -0.5476
H 0.637 1.843 2.173 0.1873 -0.1949 -0.7143
H 0.183 1.809 0.503 1.5519 -0.3479 1.6557
C 0.882 -0.047 -1.922 0.3761 0.2170 -0.1507
N -0.417 -0.535 -1.509 0.0428 -0.2462 0.3983
C -1.227 0.157 -0.690 -0.5829 0.9455 -1.2761
O -1.104 1.360 -0.435 -0.4181 -0.9777 -0.1488
H 0.917 1.038 -1.791 -0.0533 -0.2399 -0.0278
H 1.031 -0.279 -2.983 0.0596 0.0308 0.2390
H 1.679 -0.493 -1.311 -0.2150 0.1152 -0.2055
H -0.533 -1.538 -1.532 -0.1591 0.1741 0.1119
H -2.145 -0.387 -0.418 0.2600 -0.0692 0.2163

***

No. 3
17
Properties=species:S:1:pos:R:3:forces:R:3 method="wB97M-V/def2-TZVPD" orbital_gap_ev=10.569 smiles="CC(N)=O.NC(N)=O" total_energy_ha=-434.52195 fmax_ha_per_bohr=0.009
C 2.418 0.211 -0.010 0.2808 -0.0777 0.0497
C 1.369 1.279 -0.165 -0.3735 -0.1486 -0.2753
N 0.770 1.300 -1.397 -0.2768 -0.1684 -0.2105
O 1.056 2.051 0.714 0.0119 0.1669 0.2477
H 3.156 0.252 -0.811 -0.0030 0.1107 -0.0236
H 1.959 -0.777 -0.059 -0.0923 0.0133 0.1004
H 2.914 0.339 0.947 -0.0096 -0.0450 0.0184
H 0.831 0.466 -1.958 0.0245 0.0690 -0.0375
H -0.102 1.807 -1.492 0.3056 -0.0067 0.1567
N -1.099 -1.666 1.077 -0.0994 -0.0847 -0.1287
C -1.805 -1.041 0.067 0.1416 0.3388 0.2302
N -2.476 0.097 0.482 0.0210 0.1744 -0.1684
O -1.815 -1.438 -1.077 -0.0737 -0.1769 -0.1840
H -0.870 -2.615 0.837 0.1666 -0.1306 -0.0177
H -1.459 -1.565 2.010 -0.0222 0.0826 0.0845
H -1.979 0.691 1.132 -0.0467 -0.0684 0.0923
H -2.867 0.609 -0.296 0.0452 -0.0488 0.0657

***

No. 4
17
Properties=species:S:1:pos:R:3:forces:R:3 method="wB97M-V/def2-TZVPD" orbital_gap_ev=10.503 total_energy_ha=-434.35906 fmax_ha_per_bohr=0.018
C 0.259 -0.779 -0.116 0.0246 0.1894 -0.0666
C 1.634 -0.544 0.500 -0.0981 0.0245 -0.0410
N -0.664 0.353 0.077 0.1869 -0.0574 -0.4259
C -2.118 0.049 -0.383 0.4278 0.5926 0.1118
N -2.648 0.075 0.826 0.4153 -0.0925 -0.0665
N 2.469 0.310 -0.343 -0.0439 -0.0265 0.0552
O -0.196 1.529 -0.566 -0.1523 -0.3661 0.1090
O -2.429 -0.032 -1.547 0.1132 -0.1448 0.2592
H -0.459 1.421 -1.499 -0.0248 -0.0578 0.0737
H -1.443 0.398 1.182 -0.9378 -0.0691 -0.0834
H -3.638 -0.090 0.948 0.1061 0.0225 0.1445
H 3.410 0.368 0.026 -0.0744 0.0047 -0.0113
H 2.085 1.246 -0.388 0.0429 -0.0455 0.0179
H 0.350 -0.986 -1.187 0.0143 -0.0167 0.0137
H -0.229 -1.627 0.369 0.0120 0.0090 -0.0118
H 1.493 -0.171 1.526 0.0166 -0.0194 -0.0820
H 2.123 -1.519 0.576 -0.0286 0.0531 0.0036